[1]
C32H30NO | ωB97M-V/def2-TZVPD

Properties
Orbital gap, eV: 4.6020
HOMO level, eV: -10.11
Energy above the lowest of the compared OMol25 structures with the same formula, charge and spin, kJ/mol: 104.24
Spin multiplicity: 1
Net charge: +1

Last column: natural (NBO) charge in e.
Element x y z (Å)
C 3.61965 -3.61221 0.98192  -0.223
C 3.41094 -2.39696 0.31916  -0.201
C 2.14333 -1.79656 0.32430  -0.262
C 1.03879 -2.40956 0.97928  0.215
N -0.25775 -1.92687 0.80668  -0.516
C -1.33635 -2.57742 1.04978  0.390
C -2.62771 -1.81801 1.37475  -0.450
C -3.84834 -2.31075 0.59725  -0.398
C -4.07006 -3.82704 0.71579  -0.400
C -2.80292 -4.62338 0.40270  -0.393
C -1.56125 -4.09860 1.13098  -0.503
C 1.34243 -3.53140 1.79660  -0.261
C 2.58489 -4.16160 1.74546  -0.203
H 4.58472 -4.11484 0.91755  0.221
H 4.23262 -1.91242 -0.20039  0.213
H 1.95862 -0.86095 -0.19975  0.198
H -2.80302 -1.99864 2.44965  0.220
H -2.45699 -0.74258 1.22444  0.217
H -4.74528 -1.80132 0.95717  0.214
H -3.74051 -2.04976 -0.46522  0.197
H -4.42065 -4.07496 1.72512  0.199
H -4.86837 -4.14223 0.03371  0.219
H -2.95390 -5.67643 0.66726  0.221
H -2.60944 -4.60871 -0.67423  0.201
H -0.67550 -4.64805 0.79197  0.237
H -1.67413 -4.31599 2.20487  0.221
H 0.54875 -3.93249 2.42872  0.214
H 2.73440 -5.07165 2.31262  0.223
C 6.14496 3.13524 -1.95200  -0.268
O 5.48693 2.57160 -0.79083  -0.460
C 4.15647 2.32847 -0.78645  0.417
C 3.60852 1.86725 0.44625  -0.264
C 2.25858 1.65682 0.57079  -0.127
C 1.37539 1.85694 -0.52115  -0.110
C -0.04685 1.67745 -0.38566  0.310
C -0.97396 1.53877 -1.49984  -0.174
C -2.25659 2.00669 -1.07296  0.098
C -3.25376 2.34522 -1.98467  -0.220
C -3.03662 2.08119 -3.33979  -0.123
C -1.79866 1.55975 -3.76409  -0.224
C -0.76446 1.28931 -2.85673  -0.115
C -2.14623 2.42033 0.31837  -0.026
C -0.78667 2.20299 0.74491  -0.076
C -0.34851 2.82244 1.91358  -0.130
C -1.26053 3.55361 2.68410  -0.219
C -2.58075 3.76815 2.24428  -0.126
C -3.01152 3.24974 1.01720  -0.190
C 1.94161 2.32178 -1.73957  -0.120
C 3.28827 2.56238 -1.88951  -0.309
H 7.19608 3.17569 -1.62621  0.225
H 6.04740 2.48711 -2.84004  0.195
H 5.78164 4.15037 -2.18660  0.197
H 4.30185 1.71001 1.27304  0.253
H 1.86361 1.26445 1.50329  0.237
H -4.13996 2.86192 -1.61886  0.229
H -3.81846 2.31501 -4.06469  0.237
H -1.64474 1.37541 -4.82775  0.237
H 0.18023 0.86793 -3.20202  0.233
H 0.69242 2.71660 2.21074  0.226
H -0.93488 3.96805 3.63504  0.237
H -3.26195 4.37507 2.84136  0.236
H -3.97503 3.50860 0.57362  0.229
H 1.28572 2.50404 -2.58913  0.232
H 3.68347 2.94503 -2.83616  0.243

[2]
C18H16N4O3S | ωB97M-V/def2-TZVPD

Properties
Orbital gap, eV: 8.8060
HOMO level, eV: -8.75
Energy above the lowest of the compared OMol25 structures with the same formula, charge and spin, kJ/mol: 173.71
Spin multiplicity: 1

Last column: natural (NBO) charge in e.
Element x y z (Å)
C -3.71591 2.88060 -0.05849  -0.596
C -3.46608 1.38654 0.14982  -0.501
C -2.11754 0.97784 -0.41352  0.699
O -1.99057 0.31079 -1.41439  -0.606
N -1.07511 1.46087 0.32864  -0.636
C 0.29468 1.34384 0.10751  0.250
C 0.83346 0.76059 -1.03888  -0.291
C 2.20303 0.63829 -1.17402  -0.163
C 3.06254 1.11133 -0.18474  -0.195
C 4.53134 0.91180 -0.22362  0.568
O 5.33120 1.78144 0.01468  -0.515
C 4.96620 -0.53051 -0.44693  -0.610
S 4.24962 -1.51576 0.92653  0.296
C 2.74610 -1.92390 0.17207  0.287
N 2.56239 -2.32094 -1.05089  -0.312
N 1.24546 -2.49004 -1.20728  -0.281
C 0.67357 -2.19068 -0.07892  0.459
C -0.74087 -2.16420 0.19324  -0.166
C -1.65238 -2.64159 -0.74902  -0.095
C -3.00022 -2.55156 -0.46037  -0.245
C -3.38257 -1.97437 0.74269  0.042
N -2.52377 -1.50385 1.63406  -0.432
C -1.23610 -1.60260 1.37080  0.059
O 1.58984 -1.82820 0.85725  -0.410
C 2.52149 1.75212 0.92918  -0.145
C 1.15611 1.85300 1.08114  -0.266
H -2.97517 3.48593 0.46010  0.199
H -4.70011 3.14853 0.31769  0.217
H -3.67483 3.12334 -1.11766  0.216
H -4.22958 0.81173 -0.37474  0.232
H -3.50946 1.13459 1.21137  0.225
H -1.32033 1.95301 1.17724  0.398
H 0.17720 0.39096 -1.80921  0.266
H 2.60124 0.18317 -2.06880  0.228
H 4.59915 -0.96039 -1.37578  0.267
H 6.04908 -0.61680 -0.37490  0.254
H -1.28797 -3.05764 -1.67434  0.241
H -3.74133 -2.90700 -1.15790  0.226
H -4.42634 -1.87363 1.00989  0.195
H -0.56208 -1.20943 2.12129  0.204
H 3.18764 2.13776 1.68587  0.229
H 0.74698 2.32502 1.96335  0.208

[3]
C4H7NO | ωB97M-V/def2-TZVPD

Properties
Orbital gap, eV: 9.3106
HOMO level, eV: -8.77
Energy above the lowest of the compared OMol25 structures with the same formula, charge and spin, kJ/mol: 274.84
Spin multiplicity: 1

Last column: natural (NBO) charge in e.
Element x y z (Å)
C -0.38219 1.83257 0.01930  -0.652
C -0.07372 0.44569 -0.46792  -0.272
C 0.99897 -0.23941 -0.08532  0.115
O 1.93215 0.29790 0.75694  -0.689
C -2.60261 -1.94022 0.40575  0.303
N -1.61506 -2.39451 -0.03796  -0.747
H -1.43299 2.08264 -0.15055  0.218
H -0.17800 1.91916 1.09159  0.224
H 0.22996 2.58686 -0.48983  0.219
H -0.76348 -0.03573 -1.15482  0.209
H -0.73870 -2.70264 -0.40607  0.444
H 1.19580 -1.25776 -0.42478  0.148
H 2.58488 -0.37162 0.98422  0.480

[4]
C4H13N3 | ωB97M-V/def2-TZVPD

Properties
Orbital gap (alpha / beta), eV: 8.4167 / 9.0909
HOMO level (alpha / beta), eV: -7.76 / -8.25
Energy above the lowest of the compared OMol25 structures with the same formula, charge and spin, kJ/mol: 458.68
Spin multiplicity: 1

Last column: natural (NBO) charge in e.
Element x y z (Å)
C -1.05520 -0.00484 0.15732  -0.155
C 2.13136 -0.74189 -0.22689  -0.471
C -2.17157 1.03544 0.05264  -0.600
C -1.54602 -1.43457 -0.10290  -0.620
N 1.37814 0.49799 -0.13290  -0.173
N -0.22211 0.24006 1.24732  -0.487
N 2.18874 1.54619 -0.39370  -0.596
H 0.06285 -0.63432 1.69280  0.315
H -0.29283 0.24958 -0.70766  0.256
H 3.17886 1.50456 -0.16163  0.341
H 1.74268 2.44438 -0.27951  0.381
H 1.44312 -1.57795 -0.12944  0.210
H 2.65846 -0.81153 -1.18582  0.203
H 2.86915 -0.80938 0.58463  0.183
H -2.93622 0.84208 0.80888  0.197
H -2.27733 -1.73077 0.65353  0.199
H -1.77444 2.03541 0.22549  0.212
H -2.64077 1.00803 -0.93244  0.199
H -2.01703 -1.51056 -1.08481  0.211
H -0.71984 -2.14792 -0.08491  0.195

[5]
C29H35N3O2S4SeTi | ωB97M-V/def2-TZVPD

Properties
Orbital gap (alpha / beta), eV: 6.0715 / 6.0432
HOMO level (alpha / beta), eV: -6.37 / -6.33
Energy above the lowest of the compared OMol25 structures with the same formula, charge and spin, kJ/mol: 0.00
Spin multiplicity: 1

Last column: Löwdin charge in e.
Element x y z (Å)
Ti 1.52817 -0.01196 -0.89069  0.673
C -2.49242 0.68532 3.85961  -0.527
C -1.33976 1.28943 4.70507  -0.501
S 0.11968 1.60514 3.68226  0.823
C 1.17604 2.52600 4.83299  -0.495
C 1.97455 3.63095 4.10840  -0.531
S 2.10884 3.46993 2.30909  0.827
C 0.57829 4.33289 1.85469  -0.546
C 0.21033 4.12787 0.39305  -0.510
S -0.22107 2.45966 -0.17655  0.806
C -2.00758 2.41606 0.12056  -0.531
C -2.49607 2.17038 1.54135  -0.526
S -2.20258 0.46878 2.08742  0.826
H -3.39891 1.27738 3.99035  0.074
H -2.73130 -0.31308 4.22557  0.066
H -1.09764 0.60073 5.51596  0.072
H -1.65875 2.22715 5.16307  0.073
H 1.86440 1.84345 5.33255  0.071
H 0.55363 2.97839 5.60644  0.075
H 2.99232 3.66717 4.49574  0.069
H 1.53714 4.60948 4.30862  0.073
H 0.72726 5.40523 2.01260  0.084
H -0.22073 3.99953 2.51223  0.035
H 1.02274 4.46255 -0.25184  0.052
H -0.64327 4.76616 0.14952  0.085
H -2.38166 1.65205 -0.56182  0.014
H -2.40857 3.37151 -0.22795  0.084
H -2.01321 2.85143 2.23995  0.048
H -3.57255 2.36253 1.56827  0.085
O 4.17897 -3.11253 -1.28716  0.116
C 3.40756 -2.25454 -0.93444  -0.449
N 2.97605 -1.12790 -1.54392  -0.002
C 2.95963 -0.62997 -2.85655  -0.480
O 2.95543 -1.29111 -3.87817  0.063
C 2.61813 0.80358 -2.75991  -0.258
C 2.28396 1.55184 -3.93118  0.001
C 2.27114 2.90996 -3.87309  -0.063
C 2.58472 3.56687 -2.64793  -0.074
C 2.76742 2.81571 -1.52896  -0.180
N 2.68659 1.46181 -1.54717  -0.061
C 2.78336 -2.31564 0.46162  -0.163
C 3.11563 -3.28283 1.39116  0.021
C 2.47102 -3.24705 2.61999  -0.034
C 1.52453 -2.26334 2.88039  -0.031
C 1.24958 -1.32366 1.90068  -0.107
N 1.87770 -1.35344 0.72884  0.004
H 2.10781 0.99953 -4.84380  0.121
H 2.06159 3.49963 -4.75533  0.104
H 2.66921 4.64362 -2.60387  0.102
H 2.97962 3.24468 -0.55771  0.086
H 3.84686 -4.03393 1.13200  0.125
H 2.70623 -3.98868 3.37225  0.112
H 1.00294 -2.20503 3.82528  0.109
H 0.52233 -0.54074 2.05187  0.035
C -3.67497 -5.57699 -3.65831  -0.056
C -2.96718 -4.36853 -3.12297  -0.275
C -3.65779 -3.20616 -2.81324  -0.021
C -3.01330 -2.07025 -2.33776  -0.309
C -3.83277 -0.85281 -2.02404  -0.100
C -1.62403 -2.09696 -2.17063  -0.476
Se -0.81191 -0.44679 -1.60003  0.758
C -0.90677 -3.26511 -2.45606  -0.279
C 0.57216 -3.34771 -2.26578  -0.052
C -1.59381 -4.37668 -2.92843  -0.015
H -4.75436 -5.48949 -3.53379  0.072
H -3.34864 -6.48510 -3.14903  0.078
H -3.47345 -5.71202 -4.72349  0.082
H -4.73440 -3.17586 -2.93998  0.112
H -4.89526 -1.08717 -2.08232  0.074
H -3.62043 -0.04195 -2.72468  0.078
H -3.61914 -0.47662 -1.02052  0.047
H 0.83253 -3.03117 -1.25456  0.057
H 1.11058 -2.70637 -2.96606  0.078
H 0.92617 -4.36932 -2.40038  0.089
H -1.02851 -5.27594 -3.14929  0.118

[6]
C34H37N2 | ωB97M-V/def2-TZVPD

Properties
Orbital gap, eV: 6.3966
HOMO level, eV: -10.77
Spin multiplicity: 1
Net charge: +1

Last column: Löwdin charge in e.
Element x y z (Å)
C 4.64991 -0.38310 0.79259  -0.071
C 4.49075 0.32766 -0.40321  -0.065
C 3.75030 1.51041 -0.41840  -0.043
C 3.15825 1.96912 0.75798  -0.252
C 2.21202 3.13664 0.71336  -0.085
N 0.84229 2.67564 0.99731  -0.060
C -0.01704 3.56786 1.79885  -0.087
C -1.35579 3.83941 1.16401  -0.242
C -2.50624 3.84279 1.95789  -0.049
C -3.75394 4.06602 1.37744  -0.079
C -3.85230 4.32739 0.00749  -0.068
C -2.70032 4.31703 -0.78895  -0.058
C -1.45232 4.08943 -0.20616  -0.036
C 0.38769 1.50493 0.54170  -0.002
C -0.80544 0.91674 0.98496  -0.056
C -1.49021 -0.08508 0.29957  0.054
C -2.94468 -0.05925 0.31871  -0.193
C -3.70912 -0.37696 -0.83168  -0.008
C -5.04972 -0.00483 -0.91830  -0.059
C -5.68107 0.62584 0.16289  -0.052
C -4.97388 0.82602 1.35545  -0.072
C -3.63696 0.45020 1.44907  -0.027
C 3.37966 1.31057 1.96923  -0.040
C 4.09986 0.11386 1.98197  -0.079
H 5.21872 -1.31675 0.80419  0.113
H 4.94543 -0.03581 -1.32785  0.111
H 3.59885 2.07765 -1.33952  0.119
H 2.46119 3.90026 1.46063  0.136
H 2.23487 3.60793 -0.28299  0.138
H -0.15628 3.13443 2.80445  0.139
H 0.54181 4.50726 1.92427  0.138
H -2.40991 3.64065 3.02996  0.123
H -4.64940 4.02900 2.00046  0.111
H -4.82566 4.54177 -0.43790  0.112
H -2.76831 4.49369 -1.86364  0.111
H -0.54663 4.08262 -0.81793  0.118
H 0.98530 0.99643 -0.22774  0.159
H -1.24928 1.33138 1.89713  0.110
H -0.99724 -0.71074 -0.43324  0.103
H -3.20331 -0.86207 -1.66863  0.121
H -5.61121 -0.19711 -1.83410  0.114
H -6.71897 0.94964 0.08723  0.114
H -5.46509 1.29030 2.21729  0.115
H -3.09850 0.58844 2.39096  0.118
H 2.96017 1.72360 2.89115  0.125
H 4.24018 -0.42066 2.92393  0.113
C 0.70692 -2.45690 -4.94145  -0.090
C -0.11628 -3.39943 -4.30938  -0.080
C 0.25293 -3.93280 -3.07115  -0.042
C 1.43957 -3.51521 -2.45888  -0.245
C 1.82045 -4.06199 -1.10373  -0.120
C 0.83397 -3.73614 0.03059  -0.326
C 1.38872 -4.20450 1.40076  -0.121
C 1.43430 -2.96286 2.30448  -0.139
C 0.91983 -1.78795 1.45305  -0.223
N 0.45873 -2.33292 0.20426  -0.022
C 2.28955 -2.61421 -3.11191  -0.052
C 1.91829 -2.07744 -4.34561  -0.086
H 0.40965 -2.02526 -5.90126  0.104
H -1.04545 -3.72407 -4.77971  0.104
H -0.37649 -4.66910 -2.56523  0.116
H 1.88383 -5.16533 -1.15126  0.135
H 2.82024 -3.69888 -0.81845  0.116
H -0.10221 -4.27451 -0.19139  0.130
H 0.74852 -4.99388 1.81132  0.114
H 2.40080 -4.61727 1.29505  0.110
H 0.79390 -3.08128 3.18174  0.108
H 2.45378 -2.75674 2.64062  0.099
H 0.07356 -1.30023 1.94420  0.086
H 1.69343 -1.01011 1.32328  0.091
H 0.55949 -1.75901 -0.62201  0.094
H 3.23359 -2.33709 -2.63728  0.104
H 2.57792 -1.36515 -4.84251  0.102